P:
C9H20NO2S | ωB97M-V with the def2-TZVPD basis set

Calculated values
multiplicity	1
net charge	+1
HOMO level	-13.08	eV
frontier orbital gap	10.287	eV
SMILES string	CCCCCS(=O)(=O)[C@H]1C[N+]1(C)C

Each line ends with the natural charge from an NBO analysis.
Atoms and positions in Å:
C: -2.01577 3.46549 2.84709  -0.60
C: -1.82842 3.56433 1.36740  -0.40
C: -0.92305 2.61674 0.71302  -0.41
C: -1.30877 1.11309 0.85639  -0.42
C: -0.92364 0.25554 -0.34846  -0.63
S: 0.86274 0.25608 -0.58254  2.15
O: 1.59502 -0.00584 0.63276  -0.93
O: 1.28581 1.32163 -1.42607  -0.89
C: 1.26552 -1.26014 -1.68036  -0.28
C: 2.59486 -1.84150 -1.40876  -0.21
N: 1.45338 -2.65183 -1.23040  -0.19
C: 1.04369 -3.74348 -2.21059  -0.41
C: 1.07020 -2.98755 0.17790  -0.42
H: -2.59320 4.24732 3.20635  0.22
H: -2.38028 2.56153 3.29863  0.21
H: -0.89851 3.53274 3.16637  0.19
H: -2.87849 3.47281 0.93775  0.19
H: -1.62537 4.68715 1.07528  0.23
H: 0.13177 2.86169 0.98441  0.22
H: -0.87893 2.76392 -0.40659  0.21
H: -0.95635 0.71932 1.75855  0.23
H: -2.41782 1.16381 0.84232  0.24
H: -1.33516 0.64446 -1.27155  0.26
H: -1.23474 -0.82748 -0.25002  0.24
H: 0.86404 -1.14358 -2.59915  0.23
H: 3.15735 -1.99575 -2.24851  0.24
H: 3.03853 -1.42271 -0.56352  0.27
H: 1.66219 -4.66384 -2.09094  0.26
H: 0.08667 -4.13542 -1.86482  0.23
H: 0.86339 -3.18836 -3.13987  0.24
H: 1.96235 -3.45716 0.49916  0.23
H: 0.88716 -2.10894 0.75072  0.26
H: 0.37379 -3.81406 0.20806  0.24

=====

Q:
C9H20NO2S | ωB97M-V with the def2-TZVPD basis set

Calculated values
multiplicity	1
net charge	+1
HOMO level	-13.85	eV
frontier orbital gap	8.836	eV

Each line ends with the natural charge from an NBO analysis.
Atoms and positions in Å:
C: -0.13483 0.28383 0.90474  -0.08
C: 1.52204 -3.38980 -1.70832  -0.62
C: -0.49202 2.60213 -0.11932  -0.41
C: -1.81041 0.82516 -0.65084  -0.40
C: -2.01499 1.77701 1.58620  -0.41
C: 1.24133 0.58542 1.49859  -0.42
C: 1.18567 -1.89416 -1.49653  -0.38
C: 1.09466 -0.00979 0.09101  -0.24
C: 1.43648 -1.44171 -0.06238  -0.41
N: -1.09843 1.38364 0.49454  -0.20
O: -0.51021 -0.27867 4.12468  -0.79
O: -1.52637 -1.79616 2.47614  -0.82
S: -0.61283 -1.68823 3.59052  1.65
H: 1.38041 -3.75495 -2.83009  0.22
H: 2.54259 -3.44218 -1.65934  0.21
H: 0.90391 -4.11967 -1.17433  0.23
H: -1.25176 3.17485 -0.52629  0.23
H: 0.16829 3.28662 0.44904  0.25
H: 0.17075 2.25039 -0.82254  0.22
H: -2.18667 -0.15988 -0.45009  0.24
H: -2.51474 1.51944 -1.04763  0.23
H: -1.08210 0.70882 -1.38550  0.23
H: -3.00070 1.83703 1.17844  0.23
H: -1.98340 0.94332 2.27798  0.24
H: -1.72683 2.67952 2.08665  0.24
H: 1.37241 1.58400 1.85814  0.24
H: 1.48004 -0.07958 2.30745  0.22
H: 1.65011 -1.20970 -2.22528  0.22
H: -0.00333 -1.72772 -1.84099  0.17
H: 1.58406 0.58079 -0.67804  0.25
H: -0.71313 -0.50945 1.35845  0.26
H: 2.51905 -1.69971 0.07573  0.23
H: 0.89384 -2.03662 0.75853  0.20

=====

Which one sits at the bottom of the stability order? P does.

=====

P:
C4H5Cl3O | ωB97M-V with the def2-TZVPD basis set

Calculated values
multiplicity	1
net charge	0
HOMO level (spin up / spin down)	-9.31 / -8.74	eV
frontier orbital gap (spin up / spin down)	8.450 / 7.612	eV

Each line ends with the natural charge from an NBO analysis.
Atoms and positions in Å:
C: -0.79761 0.65795 -0.18910  0.40
C: -1.68698 -0.09161 0.80195  -0.72
C: -0.17386 0.03283 -1.25239  -0.31
C: 2.05767 -0.30536 0.09392  -0.21
O: -0.45275 1.83821 -0.04505  -0.53
Cl: 1.81004 -1.62033 1.21807  0.06
Cl: 1.99982 1.30768 0.70691  0.15
Cl: 3.05884 -0.74877 -1.30332  0.05
H: -1.20642 -0.31610 1.69597  0.24
H: -2.25864 -0.89158 0.43583  0.22
H: -2.39596 0.48692 1.34157  0.24
H: -0.38761 -1.00178 -1.60878  0.20
H: 0.43345 0.65193 -1.89559  0.21

=====

Q:
C4H5Cl3O | ωB97M-V with the def2-TZVPD basis set

Calculated values
multiplicity	1
net charge	0
HOMO level	-8.04	eV
frontier orbital gap	8.576	eV

Each line ends with the natural charge from an NBO analysis.
Atoms and positions in Å:
C: -1.76681 -1.91436 -1.10702  -0.27
C: -1.90355 -0.69112 -0.56633  -0.14
C: 1.43417 1.66573 1.08282  -0.79
C: 1.26104 0.15644 0.99632  0.31
O: 1.61159 -0.42467 -0.07096  -0.65
Cl: -1.32851 -3.24051 -0.08683  0.04
Cl: -2.10958 -0.33878 1.06625  0.10
Cl: -1.89811 0.75637 -1.52903  0.03
H: 0.86383 2.18692 0.31375  0.23
H: 2.46643 2.01518 1.00660  0.23
H: 1.17321 1.93647 2.04807  0.23
H: -1.84999 -2.11379 -2.23227  0.25
H: 2.04627 0.00611 -0.92138  0.44

=====

Which one sits at the bottom of the stability order? Q does.

=====

P:
C3H5FN2S | ωB97M-V with the def2-TZVPD basis set

Calculated values
multiplicity	1
net charge	0
HOMO level	-9.01	eV
frontier orbital gap	9.058	eV

Each line ends with the natural charge from an NBO analysis.
Atoms and positions in Å:
C: -1.37294 1.23800 -0.06705  -0.27
C: -1.30772 -0.26827 0.36772  0.15
C: 0.27526 -0.28529 0.39137  0.06
H: 1.79640 1.31273 -0.90583  0.37
H: 1.74996 1.84833 0.62128  0.36
H: -2.09973 2.12432 0.27785  0.25
H: -1.53216 1.44758 -1.31445  0.21
H: -1.42339 -0.28741 1.50686  0.19
N: 1.15947 1.91338 -0.25075  -0.63
N: 0.10750 1.06179 0.21699  -0.26
F: -2.01652 -1.31047 -0.34879  -0.34
S: 1.57632 -1.22401 -0.06016  -0.11

=====

Q:
C3H5FN2S | ωB97M-V with the def2-TZVPD basis set

Calculated values
multiplicity	1
net charge	0
HOMO level	-9.00	eV
frontier orbital gap	9.454	eV
SMILES string	[H]/N=C\N(S)/C=C\F

Each line ends with the natural charge from an NBO analysis.
Atoms and positions in Å:
H: 2.18151 1.69442 0.52489  0.33
N: 1.40201 2.12324 0.14344  -0.67
C: 0.53039 1.27365 -0.39927  0.27
N: 0.53491 -0.12386 -0.33257  -0.59
S: 1.87956 -1.10474 0.24370  0.18
C: -0.65651 -0.88897 -0.49267  -0.12
C: -1.87938 -0.66014 0.00160  0.20
F: -2.11230 0.45430 0.66568  -0.32
H: -0.33205 1.73637 -0.85858  0.19
H: 1.74338 -1.19545 1.59836  0.11
H: -0.58580 -1.87899 -0.92491  0.21
H: -2.70573 -1.42982 -0.16967  0.19

=====

Which one sits at the bottom of the stability order? P does.